A) Here is a cluster of 2 separate species, CBrF2NO2 in total from the OMol25 dataset. Energies are from ωB97M-V/def2-TZVPD.

Results
- Orbital gap (spin up / spin down): 0.34416 / 0.25089 hartree
- Multiplicity: 1

Each line ends with the Löwdin charge.
Cartesian coordinates (Å):
Br: -3.22424 -0.34962 -0.00021  0.044
F: 0.36395 1.31831 -1.12135  0.193
F: 0.59408 1.33800 1.01440  0.204
O: 0.81004 -1.04463 1.13942  0.107
O: 0.68717 -1.25659 -1.01772  0.162
N: 0.59849 -0.68463 -0.00872  -0.380
C: 0.17051 0.67916 -0.00581  -0.330

---

B) Here is the molecule CBrF2NO2 from the OMol25 dataset. Energies are from ωB97M-V/def2-TZVPD.

Results
- Orbital gap: 0.40799 hartree
- Multiplicity: 1

Each line ends with the Löwdin charge.
Cartesian coordinates (Å):
Br: -2.09185 -0.28606 0.00950  0.836
F: -0.21867 1.16291 1.14854  0.096
F: -0.08516 1.27880 -1.10869  0.078
O: 0.99380 -1.09224 1.05123  0.122
O: 1.04722 -0.95689 -1.09789  0.122
N: 0.69105 -0.63951 -0.00813  -0.406
C: -0.33638 0.53298 0.00544  -0.848

---

What should be chosen as the most stable of them? Choose B).

---

A) Here is the molecule C5H13N from the OMol25 dataset. Energies are from ωB97M-V/def2-TZVPD.

Results
- Orbital gap: 0.35516 hartree
- Multiplicity: 1

Each line ends with the Löwdin charge.
Cartesian coordinates (Å):
N: -0.25703 0.56855 1.81492  -0.136
C: -0.43895 0.83690 -0.58220  -0.220
C: -0.55209 0.17985 -1.96446  -0.256
C: -0.27549 -0.17265 0.54644  -0.261
C: 0.41711 -0.10947 2.92371  -0.137
C: 0.75848 -0.50863 -2.42761  -0.107
H: 0.33895 1.59590 -0.58074  0.113
H: 0.57611 -1.58040 -2.53998  0.065
H: -1.17236 0.91818 2.07002  0.100
H: -1.10676 -0.89208 0.56946  0.119
H: -1.27860 -0.62866 -1.85334  0.093
H: 1.44120 -0.49320 -1.56951  0.056
H: -0.16962 -0.21663 3.83344  0.069
H: -1.41831 1.29507 -0.40524  0.107
H: 1.32449 -0.19944 -3.30031  0.062
H: 0.63254 -0.76204 0.44274  0.102
H: 0.79473 -1.08333 2.60761  0.066
H: 1.33478 0.43958 3.17498  0.068
H: -0.94917 0.81249 -2.75991  0.098

---

B) Here is the molecule C5H13N from the OMol25 dataset. Energies are from ωB97M-V/def2-TZVPD.

Results
- Orbital gap: 0.38627 hartree
- Multiplicity: 1

Each line ends with the Löwdin charge.
Cartesian coordinates (Å):
N: 1.02491 0.90026 -0.81379  0.027
C: 1.32806 -1.89799 0.44190  -0.126
C: -1.17050 1.99054 -0.50672  -0.082
C: -0.65795 -0.19888 0.60719  -0.205
C: -0.17383 -1.62738 0.57630  -0.261
C: -0.42342 0.67713 -0.61835  -0.467
H: -0.87490 2.70505 -1.26208  0.066
H: 1.15625 1.71396 -1.41074  0.066
H: 1.41318 1.19741 0.07860  0.072
H: -0.56569 -2.24071 1.39710  0.102
H: 1.68809 -1.48062 -0.49527  0.049
H: -0.79795 2.51086 0.38609  0.080
H: 1.98522 -1.42553 1.17825  0.071
H: -2.24612 1.92755 -0.37613  0.075
H: -1.71020 -0.10505 0.86063  0.109
H: -0.15117 0.31172 1.44657  0.120
H: -0.59260 -2.13534 -0.30689  0.107
H: 1.50799 -2.95820 0.33687  0.061
H: -0.73937 0.13525 -1.51951  0.136

---

C) Here is the molecule C5H13N from the OMol25 dataset. Energies are from ωB97M-V/def2-TZVPD.

Results
- Orbital gap: 0.36731 hartree
- Multiplicity: 1

Each line ends with the Löwdin charge.
Cartesian coordinates (Å):
N: -0.79474 0.19690 0.32991  -0.235
C: 1.93220 -0.35372 0.35735  -0.073
C: 0.79420 1.45852 -0.82523  -0.088
C: 0.59110 -0.01899 -0.34154  -0.366
C: -0.93818 -0.87205 1.29374  -0.173
C: -1.89613 -0.13164 -0.59245  -0.133
H: -1.76708 0.30905 -1.61137  0.090
H: -2.78016 0.41217 -0.22892  0.084
H: 0.43810 -0.79661 -1.08398  0.122
H: 0.16960 2.30251 -0.65078  0.064
H: -0.44999 -0.59134 2.20595  0.067
H: 0.96712 1.40376 -1.84728  0.041
H: 1.90640 -1.37559 0.65777  0.049
H: 1.73304 1.96187 -0.49806  0.077
H: -2.07980 -1.25462 -0.60744  0.094
H: 1.96924 0.25364 1.31465  0.102
H: -1.97878 -1.06946 1.52377  0.069
H: -0.46905 -1.91917 0.96745  0.125
H: 2.65292 0.08478 -0.36353  0.086

---

D) Here is the molecule C5H13N from the OMol25 dataset. Energies are from ωB97M-V/def2-TZVPD.

Results
- Orbital gap: 0.37960 hartree
- Multiplicity: 1

Each line ends with the Löwdin charge.
Cartesian coordinates (Å):
N: 0.11756 -2.01365 -0.02967  0.000
C: -1.22841 -1.51380 -0.31399  -0.266
C: 2.03115 1.32625 -0.16790  -0.132
C: 0.80737 1.12690 0.67195  -0.270
C: -0.49074 1.05845 -0.24762  -0.212
C: -1.47729 -0.00409 0.18729  -0.207
H: 0.47942 -1.36140 0.64865  0.023
H: -0.19343 1.02140 -1.29825  0.103
H: -1.60652 0.01014 1.26596  0.101
H: -2.02806 -2.19849 -0.00123  0.093
H: -1.49818 -1.44814 -1.37334  0.095
H: -0.94389 2.05942 -0.08719  0.109
H: 0.74237 -1.92842 -0.82308  0.064
H: 0.87263 0.21986 1.27834  0.076
H: -2.45612 0.21066 -0.25676  0.097
H: 0.63856 1.82390 1.53043  0.114
H: 2.27332 2.26153 -0.66971  0.072
H: 2.97973 0.91945 0.19538  0.069
H: 1.88278 0.63868 -1.03897  0.072

---

What should be chosen as the most stable of them? Choose B).

---

A) Here is the molecule C5H13N from the OMol25 dataset. Energies are from ωB97M-V/def2-TZVPD.

Results
- Orbital gap: 0.35101 hartree
- Multiplicity: 1

Each line ends with the Löwdin charge.
Cartesian coordinates (Å):
N: -0.43311 0.20125 -0.24498  -0.232
C: 0.91827 0.90314 1.77755  -0.076
C: -0.11678 -2.22095 0.01457  -0.100
C: -1.12413 0.74226 -1.44422  -0.091
C: 0.25545 1.33212 0.44732  -0.252
C: 0.44943 -0.95040 -0.57871  -0.276
H: 1.80649 1.51080 1.94355  0.067
H: 0.84927 1.90357 -0.27050  0.107
H: -2.18288 0.53903 -1.27549  0.077
H: 0.58533 -3.04671 -0.13571  0.073
H: 1.15829 -0.15570 1.72650  0.052
H: -0.63931 1.86229 0.80063  0.107
H: 0.24910 1.19691 2.58007  0.067
H: -1.15841 -2.40431 -0.24591  0.071
H: -0.78056 0.21981 -2.34720  0.072
H: 1.43737 -0.81859 -0.11594  0.102
H: 0.53641 -0.98344 -1.65921  0.092
H: -0.24001 -2.06267 1.09908  0.070
H: -0.95611 1.80559 -1.61630  0.072

---

B) Here is the molecule C5H13N from the OMol25 dataset. Energies are from ωB97M-V/def2-TZVPD.

Results
- Orbital gap: 0.34168 hartree
- Multiplicity: 1

Each line ends with the Löwdin charge.
Cartesian coordinates (Å):
N: 0.15385 -0.50984 -0.59838  -0.280
C: 0.47528 1.98817 1.26240  -0.119
C: -0.25936 0.64801 1.46284  -0.243
C: -0.05795 -0.11167 -1.97408  -0.135
C: 0.61295 -1.93746 -0.38105  -0.074
C: -0.95610 -0.11564 0.31246  -0.197
H: -0.85745 0.68739 2.37966  0.101
H: 0.89926 2.31694 0.29479  0.069
H: 1.26908 2.17305 1.96083  0.058
H: -0.28223 2.78570 1.19290  0.063
H: 1.56258 -2.33205 -0.81221  0.088
H: 0.92262 -0.31144 -2.47151  0.093
H: 0.71045 -1.92455 0.74270  0.084
H: -1.43141 -1.05025 0.62401  0.105
H: 0.61135 0.04617 1.73108  0.082
H: -0.14510 0.94748 -2.23852  0.072
H: -0.15552 -2.65039 -0.59287  0.055
H: -1.69827 0.57310 -0.09782  0.114
H: -0.94846 -0.50073 -2.43092  0.065

---

What should be chosen as the most stable of them? Choose A).

---

A) Here is a structure of composition C5H13N from the OMol25 dataset. Energies are from ωB97M-V/def2-TZVPD.

Results
- Orbital gap: 0.20560 hartree
- Multiplicity: 1

Each line ends with the Löwdin charge.
Cartesian coordinates (Å):
N: 0.57772 0.39912 1.41625  -0.068
C: -0.94207 -0.07481 -0.53880  -0.192
C: 0.99187 -0.78062 -1.97276  -0.140
C: -0.39994 -0.15484 -1.93648  -0.314
C: 0.11355 -0.71986 1.99576  -0.029
C: -0.30240 0.91359 0.33736  -0.293
H: -0.99447 -0.58649 -2.73059  0.094
H: 0.58765 -1.03031 2.91069  0.087
H: 0.26845 1.70413 -0.16527  0.109
H: -0.74950 -1.24080 1.59642  0.074
H: 1.02562 -1.82895 -1.67721  0.065
H: -0.20841 0.89165 -2.22994  0.096
H: 1.41514 -0.66972 -2.97127  0.064
H: -1.06537 1.42414 0.93896  0.120
H: -0.12150 2.20384 3.93243  -0.001
H: -0.73267 2.44462 4.28896  0.011
H: -1.97775 -0.34207 -0.35800  0.061
H: 0.89889 -0.71518 0.92836  0.197
H: 1.62880 -0.20031 -1.29742  0.060

---

B) Here is a cluster of 2 separate species, C5H13N in total from the OMol25 dataset. Energies are from ωB97M-V/def2-TZVPD.

Results
- Orbital gap: 0.36510 hartree
- Multiplicity: 1

Each line ends with the Löwdin charge.
Cartesian coordinates (Å):
N: 0.66345 -0.77663 -0.99047  -0.180
C: 1.37249 0.43552 -0.68003  -0.176
C: -0.09721 -0.29732 2.23590  -0.132
C: 0.32452 -0.83605 -2.43533  -0.134
C: -1.80930 0.76679 0.63645  -0.010
C: -1.08703 0.72683 1.75589  -0.217
H: 2.15711 0.50714 -1.44265  0.077
H: 0.93141 0.05630 2.35861  0.064
H: 0.04893 -1.24311 1.69863  0.069
H: -2.74841 1.30472 0.67908  0.052
H: -0.22478 0.03197 -2.78981  0.070
H: 1.90785 0.32323 0.26805  0.065
H: -0.38544 -0.71870 3.20116  0.071
H: -0.22509 -1.75478 -2.63357  0.073
H: 0.85571 1.40486 -0.65455  0.078
H: -0.21496 -0.89478 -0.52766  0.039
H: 1.28326 -0.94331 -2.94581  0.072
H: -1.39519 0.54507 -0.33246  0.030
H: -1.35733 1.36225 2.59856  0.089

---

C) Here is the molecule C5H13N from the OMol25 dataset. Energies are from ωB97M-V/def2-TZVPD.

Results
- Orbital gap: 0.37064 hartree
- Multiplicity: 1

Each line ends with the Löwdin charge.
Cartesian coordinates (Å):
N: -0.89648 -0.73453 -0.21264  -0.103
C: 2.02166 -0.59750 -0.57521  -0.095
C: -0.17886 0.21464 0.56646  -0.479
C: -2.31062 -0.42251 -0.17324  -0.142
C: 1.19506 -0.36391 0.77041  -0.206
C: 0.04406 1.53657 -0.18947  -0.059
H: 1.49739 -0.93765 -1.51902  0.081
H: 1.13711 -1.22955 1.34750  0.073
H: 1.74151 0.25855 1.49389  0.112
H: -2.80851 -0.36619 0.80954  0.083
H: 2.41845 0.34922 -1.03644  0.068
H: 0.69377 2.26646 0.33837  0.089
H: -0.77612 -1.66657 0.25160  0.134
H: -2.89100 -1.17770 -0.71208  0.080
H: 2.81793 -1.31504 -0.41882  0.050
H: -0.93626 2.08272 -0.37230  0.085
H: 0.47465 1.30259 -1.15262  0.060
H: -0.76017 0.30514 1.45177  0.119
H: -2.48356 0.49526 -0.66768  0.053

---

What should be chosen as the most stable of them? Choose C).

---

A) Here is a cluster of 2 separate species, C2H3IO in total from the OMol25 dataset. Energies are from ωB97M-V/def2-TZVPD.

Results
- Orbital gap: 0.35797 hartree
- Multiplicity: 1

Each line ends with the Löwdin charge.
Cartesian coordinates (Å):
I: 2.63548 0.40325 0.10276  0.466
O: -0.95453 -1.82130 0.06772  0.155
C: -0.90910 0.61189 -0.22730  -0.056
C: -0.92527 -0.66578 -0.06381  -0.330
H: -0.74318 1.28749 0.58652  0.057
H: 1.92643 -0.84657 0.74395  -0.361
H: -1.02982 1.03101 -1.20985  0.068

---

B) Here is a cluster of 2 separate species, C2H3IO in total from the OMol25 dataset. Energies are from ωB97M-V/def2-TZVPD.

Results
- Orbital gap (spin up / spin down): 0.27681 / 0.31560 hartree
- Multiplicity: 1

Each line ends with the Löwdin charge.
Cartesian coordinates (Å):
I: -2.92812 0.85776 0.06953  0.721
O: -1.61255 -1.82341 0.08866  0.005
C: -1.52312 -0.70128 -0.14468  -0.731
C: 1.54666 0.45347 0.07440  0.074
H: 2.09178 -0.36910 -0.28979  -0.045
H: 0.62881 0.18707 0.66975  -0.030
H: 1.79654 1.39549 -0.46786  0.005

---

What should be chosen as the most stable of them? Choose A).

---

A) Here is a cluster of 2 separate species, C2H11N2O in total from the OMol25 dataset. Energies are from ωB97M-V/def2-TZVPD.

Results
- Total charge: +1
- Orbital gap: 0.43715 hartree
- Multiplicity: 1

Each line ends with the Löwdin charge.
Cartesian coordinates (Å):
O: -0.19167 -1.49041 -0.46916  -0.060
N: 0.50701 1.49127 -0.55814  0.095
N: -1.00176 -0.01563 1.08414  0.015
C: -1.36122 -1.18084 0.27904  -0.276
C: 1.92624 1.13047 -0.35385  -0.042
H: -1.61977 -2.07104 0.85436  0.131
H: 2.12831 0.15610 -0.77803  0.089
H: 2.53814 1.81641 -0.94720  0.102
H: 0.38918 2.48278 -0.35572  0.157
H: -2.11814 -1.01223 -0.48064  0.127
H: -1.74297 0.12794 1.76984  0.119
H: 2.18859 1.17893 0.69546  0.100
H: 0.18314 -2.35461 -0.39730  0.089
H: -0.28645 -0.37757 1.72256  0.116
H: 0.27014 1.43770 -1.54435  0.157
H: -0.16240 0.86952 0.06427  0.081

---

B) Here is a cluster of 2 separate species, C2H11N2O in total from the OMol25 dataset. Energies are from ωB97M-V/def2-TZVPD.

Results
- Total charge: +1
- Orbital gap: 0.39541 hartree
- Multiplicity: 1

Each line ends with the Löwdin charge.
Cartesian coordinates (Å):
O: 0.95893 -1.27364 -0.01268  -0.076
N: 0.33762 1.32487 0.59500  0.116
N: -0.71269 -0.31140 -1.62380  -0.029
C: -0.36107 1.64959 1.86940  -0.017
C: -0.20740 -1.43806 -0.83590  -0.320
H: -0.99928 -1.83832 -0.12472  0.143
H: 0.54114 1.99545 -0.11083  0.149
H: -0.12359 -2.27493 -1.55755  0.124
H: -1.29459 2.06052 1.68956  0.067
H: -0.13644 0.23541 -2.28882  0.104
H: 0.22593 2.22389 2.66400  0.129
H: 1.54094 -2.01976 -0.20210  0.114
H: -0.23845 0.63716 0.01656  0.102
H: -0.56032 0.71646 2.44067  0.112
H: -1.66790 -0.51560 -2.08436  0.145
H: 1.07740 0.60539 0.65958  0.137

---

What should be chosen as the most stable of them? Choose A).